# 1
DFT (wB97M-V/def2-TZVPD) results for a 5-piece molecular cluster, C32H69ClN4O15PS4 overall in a non-equilibrium geometry.

Computed properties:
2S+1: 1
E_HOMO, eV: -10.09
HOMO-LUMO gap, eV: 6.14
Total charge: +1
Electronic energy, Eh: -5001.88075
Relative energy (zero: lowest compared OMol25 entry of this formula, charge and spin), kcal per mole: 252.8

CARTESIAN COORDINATES (ANGSTROEM)
C1 -1.787 4.687 0.096
C2 -0.741 4.263 -1.093
P1 -0.811 2.430 -1.623
C3 -2.692 1.922 -1.642
C4 0.066 1.269 -0.364
C5 1.347 1.823 0.496
N1 1.671 0.601 1.381
C6 1.154 3.017 1.601
C7 -0.135 2.819 2.610
O1 0.028 2.671 3.930
C8 2.704 1.839 -0.473
C9 4.068 2.690 -0.156
C10 4.743 3.436 -1.450
C11 3.928 4.791 -1.952
C12 3.733 4.777 -3.612
N2 2.298 4.447 -3.960
C13 2.160 3.802 -5.323
C14 2.093 4.603 -6.754
O2 2.044 2.448 -5.387
N3 2.356 0.968 -1.475
C15 3.226 0.580 -2.650
C16 4.587 -0.139 -2.086
C17 4.826 -1.559 -2.907
Cl1 4.120 -2.898 -1.773
C18 0.961 0.313 -1.405
O3 0.234 0.483 -2.673
C19 0.966 -1.314 -1.150
C20 -0.591 -1.833 -1.067
N4 -1.011 -3.139 -1.169
H1 -2.331 5.687 -0.261
H2 -1.245 4.923 1.125
H3 -2.642 3.917 0.307
H4 0.381 4.523 -0.888
H5 -1.053 4.901 -2.052
H6 -2.834 0.901 -2.242
H7 -3.159 1.873 -0.569
H8 -3.313 2.723 -2.272
H9 -0.657 0.648 0.342
H10 0.825 0.288 1.907
H11 2.487 0.795 2.000
H12 2.113 3.069 2.310
H13 1.052 4.101 1.143
H14 -1.239 2.856 2.180
H15 3.798 3.519 0.649
H16 4.927 2.012 0.320
H17 5.806 3.836 -1.083
H18 4.968 2.739 -2.366
H19 2.930 4.987 -1.374
H20 4.621 5.741 -1.746
H21 3.952 5.849 -4.076
H22 4.473 4.016 -4.115
H23 2.014 3.716 -3.253
H24 3.077 4.460 -7.390
H25 1.223 4.087 -7.384
H26 1.807 5.735 -6.678
H27 2.671 -0.230 -3.320
H28 3.473 1.483 -3.387
H29 5.469 0.623 -2.185
H30 4.420 -0.357 -0.945
H31 6.001 -1.704 -2.999
H32 4.290 -1.569 -3.974
H33 0.412 -0.338 -3.251
H34 1.501 -1.824 -2.073
H35 1.583 -1.585 -0.165
H36 -1.445 -1.013 -0.931
H37 -0.125 -3.696 -1.312
O4 0.385 -6.185 -2.046
S1 0.405 -7.632 -2.043
O5 -0.651 -8.417 -2.648
O6 0.637 -8.156 -0.517
C21 -0.247 -7.706 0.499
C22 -1.575 -8.438 0.443
C23 1.957 -8.179 -2.707
H38 -0.388 -6.622 0.440
H39 0.236 -7.917 1.459
H40 -2.129 -8.178 -0.464
H41 -2.197 -8.178 1.305
H42 -1.421 -9.521 0.428
H43 2.765 -7.625 -2.222
H44 1.956 -7.977 -3.779
H45 2.060 -9.252 -2.530
O7 -5.105 2.328 -3.956
S2 -6.414 1.752 -3.734
O8 -6.720 0.969 -2.555
O9 -6.850 0.901 -5.054
C24 -5.976 -0.112 -5.530
C25 -6.069 -1.368 -4.682
C26 -7.631 3.035 -3.883
H46 -4.946 0.255 -5.583
H47 -6.287 -0.349 -6.553
H48 -5.677 -1.192 -3.676
H49 -5.492 -2.181 -5.131
H50 -7.110 -1.686 -4.573
H51 -7.436 3.604 -4.795
H52 -7.544 3.686 -3.011
H53 -8.623 2.581 -3.911
O10 -4.374 1.288 4.638
S3 -3.176 0.493 4.792
O11 -2.521 -0.138 3.665
O12 -3.430 -0.632 5.944
C27 -4.545 -1.501 5.813
C28 -4.280 -2.595 4.796
C29 -1.969 1.449 5.674
H54 -5.450 -0.937 5.563
H55 -4.711 -1.959 6.794
H56 -4.202 -2.181 3.786
H57 -5.090 -3.330 4.797
H58 -3.335 -3.104 5.011
H59 -2.442 1.892 6.554
H60 -1.608 2.235 5.008
H61 -1.142 0.797 5.963
O13 3.834 -2.712 6.091
S4 2.985 -2.189 7.140
O14 1.557 -2.424 7.163
O15 3.254 -0.588 7.292
C30 3.125 0.235 6.142
C31 1.668 0.505 5.814
C32 3.656 -2.678 8.709
H62 3.650 -0.204 5.287
H63 3.620 1.185 6.372
H64 1.163 -0.409 5.489
H65 1.583 1.241 5.010
H66 1.134 0.874 6.694
H67 4.727 -2.462 8.719
H68 3.490 -3.751 8.827
H69 3.140 -2.132 9.501


# 2
DFT (wB97M-V/def2-TZVPD) results for a 3-piece molecular cluster, C32H69ClN5O12P3 overall in a non-equilibrium geometry.

Computed properties:
2S+1: 1
E_HOMO, eV: -8.07
HOMO-LUMO gap, eV: 8.20
Electronic energy, Eh: -3921.74127
SMILES string: CC[C@@](CCO)(N=C(C)C)O[C@@](CCCCn1cccc1)([C@@H](CCCCCN)NCCCCl)P(=N)(O)O.COP(=O)(OC)OC.COP(=O)(OC)OC

CARTESIAN COORDINATES (ANGSTROEM)
C1 -1.999 -1.013 -2.894
C2 -2.890 -1.938 -2.053
C3 -2.230 -2.242 -0.675
C4 -3.341 -2.853 0.236
C5 -4.418 -3.669 -0.455
O1 -5.083 -4.435 0.564
N1 -1.115 -3.113 -0.975
C6 -1.178 -4.364 -1.190
C7 -0.696 -4.902 -2.523
C8 -1.563 -5.459 -0.232
O2 -1.926 -0.937 -0.219
C9 -1.058 -0.645 0.866
C10 -1.618 -0.961 2.270
C11 -0.660 -0.649 3.426
C12 -1.333 0.102 4.585
C13 -0.240 0.695 5.474
N2 0.761 -0.287 5.829
C14 2.106 -0.156 5.649
C15 2.770 -1.278 6.121
C16 1.758 -2.147 6.621
C17 0.545 -1.511 6.411
C18 0.462 -0.896 0.656
C19 1.162 -2.100 1.349
C20 0.379 -3.366 1.732
C21 0.656 -3.902 3.160
C22 -0.614 -4.313 3.897
C23 -0.325 -5.208 5.103
N3 -1.521 -6.026 5.403
N4 0.773 -0.838 -0.784
C24 1.998 -0.087 -1.051
C25 2.194 0.006 -2.583
C26 3.468 -0.692 -3.032
Cl1 3.336 -1.126 -4.771
P1 -1.219 1.221 0.812
N5 -0.456 1.985 1.924
O3 -2.810 1.481 0.779
O4 -0.678 1.655 -0.656
H1 -2.016 0.011 -2.543
H2 -0.992 -1.409 -2.961
H3 -2.405 -1.007 -3.909
H4 -3.021 -2.848 -2.628
H5 -3.815 -1.390 -1.886
H6 -2.941 -3.424 1.069
H7 -3.834 -1.997 0.694
H8 -4.034 -4.354 -1.211
H9 -5.165 -3.003 -0.883
H10 -5.437 -5.224 0.151
H11 -0.238 -4.083 -3.065
H12 0.031 -5.701 -2.385
H13 -1.586 -5.250 -3.044
H14 -2.159 -6.226 -0.726
H15 -0.644 -5.950 0.090
H16 -2.086 -5.128 0.655
H17 -2.505 -0.335 2.396
H18 -1.978 -1.979 2.375
H19 0.217 -0.089 3.126
H20 -0.299 -1.582 3.848
H21 -1.869 -0.647 5.169
H22 -1.995 0.875 4.209
H23 0.236 1.487 4.902
H24 -0.675 1.118 6.379
H25 2.591 0.695 5.202
H26 3.833 -1.425 6.097
H27 1.920 -3.116 7.057
H28 -0.446 -1.855 6.649
H29 0.969 -0.020 1.054
H30 1.987 -2.402 0.705
H31 1.652 -1.735 2.252
H32 0.708 -4.162 1.067
H33 -0.691 -3.298 1.589
H34 1.238 -3.177 3.731
H35 1.298 -4.780 3.079
H36 -1.164 -3.439 4.257
H37 -1.270 -4.823 3.190
H38 0.512 -5.854 4.860
H39 -0.111 -4.551 5.948
H40 -1.286 -6.641 6.173
H41 -2.248 -5.408 5.743
H42 0.945 -1.777 -1.124
H43 1.914 0.921 -0.658
H44 2.867 -0.611 -0.629
H45 1.330 -0.430 -3.072
H46 2.242 1.059 -2.854
H47 4.341 -0.064 -2.900
H48 3.589 -1.620 -2.484
H49 0.240 2.624 1.567
H50 -3.037 1.797 -0.103
H51 -0.670 2.619 -0.696
C27 1.608 2.527 -9.587
O5 1.667 3.213 -8.329
P2 3.065 3.819 -7.903
O6 3.732 4.661 -8.889
O7 3.951 2.576 -7.460
C28 3.344 1.482 -6.752
O8 2.641 4.528 -6.552
C29 3.662 5.257 -5.861
H52 0.820 1.783 -9.515
H53 1.373 3.236 -10.379
H54 2.552 2.028 -9.813
H55 3.044 0.717 -7.467
H56 2.473 1.805 -6.182
H57 4.081 1.067 -6.076
H58 4.426 4.575 -5.485
H59 3.189 5.761 -5.024
H60 4.118 5.996 -6.519
C30 -1.806 4.833 0.586
O9 -0.532 5.494 0.592
P3 -0.393 6.794 1.487
O10 -0.828 6.678 2.871
O11 -1.172 7.934 0.693
C31 -1.110 7.980 -0.736
O12 1.141 7.103 1.254
C32 1.688 8.226 1.959
H61 -1.909 4.337 -0.380
H62 -1.835 4.096 1.386
H63 -2.629 5.540 0.700
H64 -1.959 7.437 -1.152
H65 -0.184 7.547 -1.114
H66 -1.170 9.022 -1.040
H67 1.250 9.154 1.589
H68 2.757 8.235 1.773
H69 1.506 8.132 3.029